A molecular structure, C42H43Cl4N8O3PPbS2. Source: OMol25; level of theory: the ωB97M-V functional and the def2-TZVPD basis.

Atoms and positions in Å:
Pb (-1.17, 0.54, -0.16)
S (-2.55, 2.75, 1.13)
C (-1.71, 3.32, 2.49)
N (-2.12, 3.95, 3.51)
N (-3.52, 4.13, 3.64)
C (-4.27, 3.10, 4.21)
C (-3.80, 1.79, 4.41)
C (-4.61, 0.81, 4.97)
C (-5.94, 1.07, 5.33)
C (-6.41, 2.36, 5.08)
C (-5.60, 3.33, 4.51)
N (-0.20, 3.35, 2.62)
N (0.36, 2.49, 1.89)
C (1.77, 2.55, 2.01)
C (2.43, 2.02, 0.89)
C (3.81, 2.08, 0.81)
C (4.54, 2.60, 1.91)
C (3.84, 3.06, 3.02)
C (2.47, 3.03, 3.09)
H (-3.59, 4.98, 4.20)
H (-2.77, 1.56, 4.16)
H (-4.18, -0.17, 5.07)
H (-6.52, 0.32, 5.84)
H (-7.43, 2.60, 5.39)
H (-6.00, 4.35, 4.38)
H (1.80, 1.69, 0.08)
H (4.36, 1.71, -0.03)
H (5.60, 2.71, 1.87)
H (4.46, 3.55, 3.78)
H (1.96, 3.48, 3.93)
Cl (-6.22, -1.39, -4.91)
C (-5.02, -0.52, -4.01)
C (-4.73, 0.78, -4.35)
Cl (-5.59, 1.56, -5.61)
C (-3.77, 1.47, -3.64)
Cl (-3.37, 3.10, -4.09)
C (-3.08, 0.93, -2.56)
O (-2.25, 1.64, -1.85)
C (-3.37, -0.44, -2.15)
O (-2.71, -0.95, -1.17)
C (-4.33, -1.13, -2.95)
Cl (-4.68, -2.75, -2.52)
O (-3.07, -4.47, 1.41)
C (-4.04, -4.05, 1.80)
C (1.43, -3.88, -3.17)
C (0.38, -2.91, -2.58)
C (-0.10, -3.49, -1.24)
C (-0.85, -2.80, -3.49)
P (0.96, -1.21, -2.11)
C (2.49, -1.56, -1.18)
C (2.45, -1.34, 0.22)
C (3.58, -1.53, 0.99)
C (4.78, -1.91, 0.39)
C (4.85, -2.10, -0.97)
C (3.72, -1.95, -1.76)
C (1.46, -0.18, -3.58)
C (2.36, 0.94, -3.06)
C (2.10, -0.86, -4.81)
C (0.15, 0.50, -4.08)
H (0.91, -4.81, -3.38)
H (2.21, -4.05, -2.44)
H (1.85, -3.53, -4.11)
H (-0.44, -4.51, -1.40)
H (-0.94, -2.93, -0.77)
H (0.65, -3.56, -0.48)
H (-1.31, -3.82, -3.54)
H (-0.63, -2.51, -4.49)
H (-1.61, -2.12, -3.09)
H (1.52, -1.02, 0.73)
H (3.50, -1.39, 2.07)
H (5.65, -2.03, 0.99)
H (5.80, -2.35, -1.44)
H (3.85, -2.09, -2.82)
H (3.36, 0.57, -2.79)
H (1.92, 1.47, -2.23)
H (2.45, 1.67, -3.86)
H (2.99, -1.45, -4.50)
H (2.45, -0.15, -5.58)
H (1.40, -1.51, -5.30)
H (-0.26, 1.23, -3.38)
H (-0.66, -0.18, -4.33)
H (0.36, 1.03, -5.00)
C (2.36, -4.77, 2.51)
C (1.87, -4.03, 3.73)
C (1.60, -4.60, 5.00)
C (1.29, -3.68, 6.01)
N (1.19, -2.36, 5.80)
C (1.29, -1.93, 4.51)
S (0.74, -0.40, 4.06)
N (1.72, -2.75, 3.50)
H (2.51, -5.83, 2.74)
H (3.32, -4.35, 2.13)
H (1.62, -4.69, 1.69)
H (1.75, -5.62, 5.18)
H (1.18, -4.03, 7.03)
N (-0.50, 4.00, -2.17)
C (-0.26, 5.19, -2.72)
C (1.03, 5.56, -2.36)
C (1.49, 4.45, -1.64)
N (0.55, 3.52, -1.55)
H (-1.31, 3.39, -2.18)
H (-1.06, 5.64, -3.33)
H (1.57, 6.47, -2.59)
H (2.46, 4.25, -1.22)

Properties
Frontier orbital gap (eV): 5.92
E_HOMO (Eh): -0.077
Total charge: -2

***

A single C6H10N2O molecule. Source: OMol25; level of theory: the ωB97M-V functional and the def2-TZVPD basis.

Atoms and positions in Å:
C (-0.26, 1.80, -0.99)
C (-0.41, 1.15, 0.17)
N (-1.23, -0.05, 0.48)
C (-2.42, -0.27, -0.19)
O (0.52, 1.32, 1.20)
C (1.68, 0.77, 0.75)
N (2.02, 0.44, -0.70)
C (1.88, -0.51, 0.15)
C (1.56, -1.91, 0.08)
H (0.55, 2.53, -0.99)
H (-1.04, 1.81, -1.73)
H (-1.26, -0.27, 1.49)
H (-2.34, -0.39, -1.36)
H (-2.69, -1.24, 0.09)
H (-3.28, 0.47, -0.02)
H (2.37, 1.14, 1.46)
H (2.45, -2.58, 0.07)
H (1.00, -2.01, -0.87)
H (0.89, -2.19, 0.90)

Properties
Frontier orbital gap (eV): 9.15
Energy relative to the best compared isomer or geometry (same formula, charge and spin) (kJ/mol): 399.8
SMILES: C=C(NC)O[C@@H]1N=C1C
E_HOMO (Eh): -0.307

***

A molecular structure, C15H25NO2S. Source: OMol25; level of theory: the ωB97M-V functional and the def2-TZVPD basis.

Atoms and positions in Å:
C (0.02, 2.90, 0.51)
C (1.10, 3.65, -0.01)
H (0.85, 4.09, -1.02)
H (1.41, 4.51, 0.68)
C (2.27, 2.99, -0.25)
C (2.24, 1.91, -1.29)
C (2.03, 0.60, -1.03)
C (1.78, -0.10, 0.02)
O (2.27, 0.37, 1.06)
C (1.13, -1.48, 0.14)
C (0.04, -1.53, -0.92)
C (0.44, -1.25, -2.40)
C (1.46, -0.19, -2.31)
N (2.28, -0.49, -3.45)
H (2.95, 0.31, -3.57)
H (-0.26, -0.87, -2.79)
H (0.66, -2.17, -2.48)
C (-0.93, -2.58, -0.55)
C (-1.83, -2.75, 0.64)
C (-2.55, -3.90, 0.85)
H (-2.11, -4.70, 0.68)
H (-2.98, -3.89, 1.76)
H (-3.32, -3.94, -0.03)
H (-0.87, -2.69, 1.60)
S (-2.87, -1.14, 0.64)
C (-1.94, -0.37, 2.33)
C (-2.63, 1.12, 2.80)
H (-2.57, 1.54, 1.72)
H (-1.93, 1.50, 3.57)
H (-3.59, 0.79, 3.05)
H (-1.92, -1.08, 3.05)
H (-0.92, -0.06, 1.94)
H (-1.73, -2.65, -1.43)
H (-0.46, -3.43, -0.66)
H (-0.62, -0.45, -0.48)
H (1.00, -1.97, 1.04)
H (1.74, -2.19, -0.42)
O (2.38, 2.23, -2.45)
H (2.37, 3.26, -2.61)
H (2.82, 2.24, 0.60)
H (3.33, 3.38, -0.35)
H (-0.06, 2.19, -0.26)
H (-0.75, 3.72, 0.65)
H (0.26, 2.55, 1.43)

Properties
Frontier orbital gap (eV): 8.51
Energy relative to the best compared isomer or geometry (same formula, charge and spin) (kJ/mol): 1482.9
E_HOMO (Eh): -0.309

***

A single CH3BrP2 molecule. Source: OMol25; level of theory: the ωB97M-V functional and the def2-TZVPD basis.

Atoms and positions in Å:
P (0.32, 0.52, -0.94)
C (0.55, 1.18, 0.76)
P (-0.25, 2.73, 1.09)
Br (-0.37, 3.87, 3.14)
H (-0.87, -0.11, -0.65)
H (0.03, 1.62, -1.63)
H (1.12, 0.54, 1.37)

Properties
Frontier orbital gap (eV): 8.36
Energy relative to the best compared isomer or geometry (same formula, charge and spin) (kJ/mol): 54.4
SMILES: P/C=P/Br
E_HOMO (Eh): -0.336

***

A molecular structure, C20H27FN5OPbS3Si. Source: OMol25; level of theory: the ωB97M-V functional and the def2-TZVPD basis.

Atoms and positions in Å:
Pb (-0.49, 0.76, -0.34)
C (-4.72, -1.47, 3.58)
S (-3.10, -0.76, 3.99)
C (-2.38, -0.60, 2.44)
S (-0.58, -0.31, 2.43)
N (-3.04, -0.81, 1.37)
N (-2.46, -0.67, 0.17)
C (-3.00, -1.29, -0.82)
C (-2.36, -1.30, -2.11)
C (-2.89, -2.08, -3.15)
C (-2.21, -2.18, -4.35)
C (-1.00, -1.51, -4.48)
C (-0.54, -0.75, -3.41)
N (-1.21, -0.63, -2.28)
H (-5.35, -1.33, 4.45)
H (-4.59, -2.53, 3.37)
H (-5.13, -0.95, 2.72)
H (-3.88, -1.90, -0.68)
H (-3.83, -2.59, -3.00)
H (-2.61, -2.77, -5.16)
H (-0.42, -1.58, -5.39)
H (0.40, -0.21, -3.47)
C (3.79, 0.89, -2.17)
Si (2.87, 1.05, -0.50)
C (1.94, 2.72, -0.62)
C (4.01, 1.14, 1.02)
N (1.62, -0.18, -0.32)
C (1.95, -1.50, -0.23)
C (3.28, -1.96, -0.22)
C (3.59, -3.30, -0.19)
C (2.60, -4.27, -0.16)
C (1.28, -3.86, -0.12)
C (0.99, -2.52, -0.15)
F (-0.34, -2.19, -0.07)
H (4.58, 1.64, -2.23)
H (3.12, 1.07, -3.00)
H (4.24, -0.08, -2.31)
H (2.67, 3.49, -0.84)
H (1.47, 2.99, 0.32)
H (1.21, 2.75, -1.43)
H (4.16, 2.17, 1.33)
H (4.98, 0.71, 0.84)
H (3.57, 0.62, 1.87)
H (4.07, -1.24, -0.22)
H (4.63, -3.60, -0.20)
H (2.85, -5.32, -0.15)
H (0.47, -4.57, -0.07)
C (-2.45, 3.65, 2.28)
C (-1.34, 4.15, 1.37)
O (-1.44, 3.47, 0.11)
H (-2.31, 4.06, 3.28)
H (-2.44, 2.56, 2.34)
H (-3.42, 3.96, 1.90)
H (-0.36, 3.96, 1.81)
H (-1.45, 5.23, 1.22)
H (-1.04, 4.02, -0.57)
S (-0.34, 1.02, 4.05)
C (0.80, 2.01, 3.31)
N (1.59, 2.68, 2.82)

Properties
Frontier orbital gap (eV): 5.62
Energy relative to the best compared isomer or geometry (same formula, charge and spin) (kJ/mol): 190.0
E_HOMO (Eh): -0.361
Total charge: +1

***

2 unconnected molecules or ions with the total composition C4H8O4. Source: OMol25; level of theory: the ωB97M-V functional and the def2-TZVPD basis.

Atoms and positions in Å:
C (-0.73, 1.85, 2.64)
C (-0.55, 0.96, 1.41)
O (-0.70, -0.26, 1.46)
O (-0.36, 1.62, 0.27)
H (-0.75, 1.39, 3.59)
H (0.18, 2.49, 2.70)
H (-1.63, 2.49, 2.34)
H (-0.32, 1.04, -0.56)
C (0.94, -1.81, -2.42)
C (0.57, -0.88, -1.43)
O (0.55, 0.32, -1.46)
O (0.02, -1.75, -0.49)
H (1.56, -1.34, -3.21)
H (1.60, -2.55, -1.89)
H (0.05, -2.29, -3.07)
H (-0.43, -1.28, 0.13)

Properties
Frontier orbital gap (eV): 11.05
Energy relative to the best compared isomer or geometry (same formula, charge and spin) (kJ/mol): 161.4
SMILES: CC(=O)O.CC(=O)O
E_HOMO (Eh): -0.381

***

A molecular structure, C48H36Cl4FeN6. Source: OMol25; level of theory: the ωB97M-V functional and the def2-TZVPD basis.

Atoms and positions in Å:
Fe (0.28, -0.16, -0.09)
Cl (2.05, -8.74, 2.86)
C (1.46, -7.26, 2.22)
C (0.15, -6.86, 2.50)
C (-0.29, -5.63, 2.04)
C (0.54, -4.81, 1.28)
C (1.81, -5.26, 0.95)
C (2.28, -6.47, 1.43)
C (0.18, -3.43, 0.91)
C (0.10, -3.12, -0.48)
C (-0.10, -4.09, -1.48)
C (-0.25, -3.41, -2.68)
C (-0.11, -2.04, -2.38)
C (0.02, -1.01, -3.37)
C (-0.25, -1.35, -4.78)
C (0.80, -1.75, -5.60)
C (0.59, -2.03, -6.94)
C (-0.68, -1.88, -7.48)
Cl (-0.94, -2.18, -9.16)
C (-1.74, -1.48, -6.68)
C (-1.53, -1.24, -5.33)
C (0.63, 0.21, -3.10)
N (0.90, 0.67, -1.84)
C (1.70, 1.77, -1.99)
C (2.11, 2.59, -0.95)
C (3.18, 3.58, -1.17)
C (4.43, 3.11, -1.58)
C (5.53, 3.94, -1.56)
C (5.39, 5.27, -1.19)
Cl (6.76, 6.30, -1.12)
C (4.13, 5.78, -0.88)
C (3.04, 4.93, -0.86)
C (1.63, 2.47, 0.39)
C (1.92, 3.37, 1.43)
C (1.27, 2.91, 2.56)
C (0.65, 1.70, 2.21)
N (0.87, 1.43, 0.88)
C (0.07, 0.81, 3.16)
C (-0.10, -0.55, 2.93)
C (-0.21, -1.56, 3.95)
C (-0.07, -2.75, 3.33)
C (0.03, -2.49, 1.92)
N (0.01, -1.14, 1.71)
C (-0.20, 1.36, 4.51)
C (0.74, 1.26, 5.53)
C (0.49, 1.79, 6.78)
C (-0.73, 2.41, 7.03)
Cl (-1.06, 3.05, 8.59)
C (-1.68, 2.52, 6.02)
C (-1.40, 2.01, 4.76)
C (1.95, 2.00, -3.39)
C (1.24, 1.07, -4.07)
N (0.10, -1.87, -1.03)
H (-0.49, -7.49, 3.08)
H (-1.30, -5.31, 2.26)
H (2.46, -4.64, 0.35)
H (3.29, -6.79, 1.23)
H (-0.14, -5.15, -1.33)
H (-0.40, -3.82, -3.66)
H (1.79, -1.84, -5.18)
H (1.42, -2.33, -7.56)
H (-2.72, -1.35, -7.10)
H (-2.36, -0.92, -4.72)
H (4.55, 2.07, -1.86)
H (6.51, 3.56, -1.83)
H (4.02, 6.82, -0.64)
H (2.06, 5.33, -0.63)
H (2.53, 4.25, 1.35)
H (1.28, 3.36, 3.54)
H (-0.33, -1.37, 5.00)
H (-0.03, -3.73, 3.78)
H (1.69, 0.78, 5.33)
H (1.22, 1.71, 7.56)
H (-2.62, 3.00, 6.21)
H (-2.13, 2.10, 3.97)
H (2.55, 2.80, -3.77)
H (1.17, 0.95, -5.14)
C (-4.19, 2.22, -1.24)
C (-4.09, 1.50, 0.11)
C (-5.04, 0.30, 0.14)
C (-4.43, 2.47, 1.24)
N (-2.68, 1.12, 0.34)
N (-2.05, 0.32, -0.66)
H (-5.15, 2.71, -1.32)
H (-4.11, 1.52, -2.07)
H (-3.41, 2.97, -1.34)
H (-6.07, 0.64, 0.03)
H (-4.96, -0.23, 1.08)
H (-4.83, -0.40, -0.67)
H (-5.43, 2.86, 1.11)
H (-3.72, 3.30, 1.24)
H (-4.37, 1.97, 2.20)
H (-2.60, 0.63, 1.23)
H (-2.04, 0.88, -1.51)
H (-2.57, -0.54, -0.86)

Properties
Frontier orbital gap (alpha / beta) (eV): 4.41 / 4.75
Energy relative to the best compared isomer or geometry (same formula, charge and spin) (kJ/mol): 66.6
E_HOMO (alpha / beta) (Eh): -0.311 / -0.382
Total charge: +1
Spin multiplicity: 6

***

A gas-phase ion, C4H12NSe (charge +1). Source: OMol25; level of theory: the ωB97M-V functional and the def2-TZVPD basis.

Atoms and positions in Å:
C (-0.86, -0.09, -1.43)
N (-0.19, 0.46, -0.26)
C (-0.88, 1.80, -0.09)
C (-0.16, -0.23, 1.04)
C (0.93, -1.63, 0.91)
Se (2.47, -1.31, -0.26)
H (-1.87, -0.65, -1.13)
H (-1.03, 0.56, -2.21)
H (-0.27, -0.86, -1.77)
H (0.82, 0.48, -0.72)
H (-0.41, 2.27, 0.68)
H (-0.73, 2.57, -0.93)
H (-1.95, 1.83, 0.00)
H (0.25, 0.46, 1.87)
H (-1.24, -0.44, 1.20)
H (0.49, -2.65, 0.56)
H (1.17, -2.02, 1.92)
H (3.47, -0.54, 0.62)

Properties
Frontier orbital gap (eV): 10.46
Energy relative to the best compared isomer or geometry (same formula, charge and spin) (kJ/mol): 53.2
SMILES: C[NH+](C)CC[SeH]
E_HOMO (Eh): -0.489
Total charge: +1